w | DFT (ωB97M-V/def2-TZVPD) results for a molecular structure, C6H24F2N12O6Y.

Each line ends with the Mulliken charge.
Positions of all 51 atoms, in Å:
Y  0.1487  -0.1863  -0.2248  2.659
F  -1.1958  -0.4312  -2.0339  -0.802
F  2.2184  -0.2602  0.7676  -0.768
C  2.1209  0.3827  -3.1365  0.533
O  1.6788  0.1948  -2.0107  -0.491
N  2.3860  1.5840  -3.6442  -0.390
N  2.6654  -0.5640  -3.9783  -0.400
H  2.8016  1.7498  -4.5377  0.155
H  2.2179  2.3498  -3.0091  0.204
H  2.6826  -0.3514  -4.9571  0.169
H  2.9742  -1.4755  -3.6913  0.215
C  0.2870  -2.5321  2.4538  0.502
O  -0.0850  -1.7833  1.5483  -0.506
N  1.2742  -2.1416  3.2750  -0.419
N  -0.3619  -3.6478  2.8521  -0.481
H  1.5227  -2.6944  4.0744  0.180
H  1.8313  -1.4225  2.8172  0.271
H  0.2714  -4.3403  3.2198  0.206
H  -1.2082  -3.9899  2.4314  0.232
C  -0.4430  2.0059  2.6288  0.569
O  0.0529  1.2289  1.8189  -0.390
N  -0.3024  1.8033  3.9451  -0.446
N  -1.0600  3.1170  2.1695  -0.366
H  -0.6306  2.5417  4.5465  0.172
H  0.3635  1.1337  4.2852  0.258
H  -1.3682  3.8612  2.7695  0.177
H  -1.2458  3.0541  1.1826  0.180
C  1.1103  -3.4552  -1.3503  0.558
O  1.0171  -2.2374  -1.1936  -0.552
N  0.4534  -4.1112  -2.3237  -0.436
N  1.8101  -4.2463  -0.5226  -0.403
H  0.1348  -3.5682  -3.1109  0.275
H  0.5201  -5.1001  -2.4872  0.154
H  2.0838  -4.0263  0.4176  0.225
H  1.7314  -5.2207  -0.7615  0.158
C  -3.2173  0.2565  0.6785  0.515
O  -2.0067  0.2378  0.4753  -0.493
N  -4.0874  0.8755  -0.1628  -0.456
N  -3.7985  -0.2366  1.7930  -0.421
H  -3.6386  1.2413  -0.9863  0.259
H  -5.0369  0.5883  -0.0115  0.181
H  -4.7774  -0.1272  1.9807  0.161
H  -3.1702  -0.6300  2.4732  0.233
C  0.1717  3.3056  -1.1366  0.299
O  0.0823  2.1602  -0.7159  -0.584
N  -0.4560  3.6836  -2.2722  -0.378
N  0.7928  4.3296  -0.5043  -0.378
H  -0.4473  4.6367  -2.5983  0.166
H  -1.2338  3.2025  -2.6934  0.247
H  1.2320  5.0999  -0.9775  0.198
H  1.1337  4.1548  0.4284  0.248

- frontier orbital gap (eV) = 9.7
- charge = +1

***

x | DFT (ωB97M-V/def2-TZVPD) results for a molecular structure, C6H24F2N12O6Y.

Each line ends with the Mulliken charge.
Positions of all 51 atoms, in Å:
Y  0.7909  0.3528  -0.6895  2.154
F  -0.1443  3.8395  -2.0531  -0.591
F  4.5605  -0.1335  -1.3973  -0.576
C  4.3977  4.5798  3.3145  0.644
O  3.6771  3.9779  2.5301  -0.666
N  4.1487  4.5156  4.5632  -0.406
N  5.3870  5.3953  3.1092  -0.421
H  4.6107  5.2507  5.0792  0.175
H  3.2057  4.2095  4.7560  0.246
H  5.2826  5.8420  2.2093  0.229
H  5.9274  5.7707  3.8754  0.199
C  -2.5426  3.3652  3.3638  0.699
O  -2.0677  2.3732  2.8720  -0.682
N  -3.2216  3.3060  4.4690  -0.415
N  -2.2586  4.5802  3.0687  -0.376
H  -3.5763  4.0908  4.9967  0.172
H  -3.2162  2.3736  4.8571  0.210
H  -2.7553  5.3180  3.5472  0.175
H  -1.5615  4.7175  2.3508  0.222
C  0.7399  -0.0029  -7.0938  0.677
O  0.8835  -0.1418  -5.8768  -0.703
N  1.5328  0.7842  -7.6793  -0.397
N  -0.0383  -0.6101  -7.9427  -0.356
H  2.2475  1.0785  -7.0292  0.214
H  1.4200  1.1897  -8.5975  0.195
H  -0.7051  -1.3446  -7.7528  0.201
H  0.1297  -0.4207  -8.9205  0.171
C  -0.4857  -5.4935  -2.0675  0.667
O  0.0783  -4.5176  -1.6059  -0.699
N  -0.9792  -6.4136  -1.3077  -0.362
N  -0.5277  -5.7110  -3.3421  -0.381
H  -1.5229  -7.1793  -1.6796  0.153
H  -0.7671  -6.5060  -0.3245  0.214
H  -1.2445  -6.3785  -3.5888  0.186
H  -0.0615  -5.0455  -3.9420  0.226
C  2.8351  -2.0592  4.6927  0.634
O  2.1650  -1.8359  3.6687  -0.679
N  2.2108  -2.5335  5.7422  -0.405
N  4.1519  -2.0647  4.7986  -0.416
H  2.6384  -2.6357  6.6514  0.194
H  1.2031  -2.6003  5.7309  0.212
H  4.4701  -2.7672  5.4508  0.216
H  4.7574  -1.8405  4.0219  0.247
C  -5.2570  -1.0660  -2.0142  0.642
O  -4.0748  -0.7377  -2.0227  -0.701
N  -6.0542  -0.9375  -1.0747  -0.333
N  -5.7747  -1.3220  -3.1998  -0.402
H  -5.5826  -0.7124  -0.2104  0.234
H  -7.0601  -0.9136  -1.1627  0.197
H  -5.2067  -1.4825  -4.0194  0.210
H  -6.7654  -1.5035  -3.1249  0.155

- frontier orbital gap (eV) = 3.9
- charge = +1

***

Relative to the most stable structure, the computed energies are w 0.0000; x 0.8333, all in hartree.